1.
{"formula": "C17H16Cl3N3O5S", "method": "ωB97M-V/def2-TZVPD", "symbols": ["C", "C", "O", "C", "O", "C", "N", "C", "S", "O", "O", "C", "C", "C", "C", "Cl", "C", "C", "C", "O", "N", "C", "N", "C", "C", "Cl", "C", "C", "Cl", "H", "H", "H", "H", "H", "H", "H", "H", "H", "H", "H", "H", "H", "H", "H", "H"], "positions_angstrom": [[-0.141, -0.634, 1.659], [-0.275, 0.382, 0.536], [0.984, 1.036, 0.344], [0.961, 2.010, -0.569], [-0.035, 2.326, -1.168], [2.299, 2.707, -0.753], [3.324, 2.424, 0.205], [3.101, 2.711, 1.597], [4.468, 1.286, -0.199], [5.545, 1.436, 0.735], [4.726, 1.447, -1.599], [3.723, -0.324, 0.058], [3.738, -0.876, 1.325], [3.170, -2.120, 1.531], [2.594, -2.786, 0.456], [1.867, -4.331, 0.715], [2.590, -2.235, -0.817], [3.160, -0.990, -1.012], [-0.654, -0.303, -0.773], [0.172, -0.683, -1.567], [-1.986, -0.497, -1.035], [-3.129, -0.146, -0.357], [-3.062, 0.266, 0.899], [-4.159, 0.599, 1.554], [-5.419, 0.527, 0.981], [-6.824, 0.967, 1.867], [-5.529, 0.083, -0.335], [-4.376, -0.258, -1.011], [-4.464, -0.814, -2.644], [0.262, -0.148, 2.543], [0.528, -1.436, 1.362], [-1.124, -1.035, 1.887], [-1.032, 1.135, 0.783], [2.700, 2.414, -1.728], [2.097, 3.785, -0.789], [2.802, 3.755, 1.710], [2.338, 2.065, 2.042], [4.052, 2.557, 2.102], [4.211, -0.336, 2.129], [3.169, -2.574, 2.510], [2.136, -2.763, -1.640], [3.178, -0.534, -1.988], [-2.155, -0.892, -1.958], [-4.016, 0.929, 2.572], [-6.492, 0.010, -0.814]], "lowdin_charge": [0.015, -0.255, 0.023, -0.451, 0.135, -0.087, -0.278, -0.073, 0.679, -0.278, -0.277, -0.260, -0.051, -0.102, -0.682, 0.689, -0.094, -0.049, -0.394, 0.118, 0.166, -0.303, 0.124, -0.138, -0.663, 0.692, -0.102, -0.563, 0.741, 0.093, 0.066, 0.079, 0.139, 0.133, 0.148, 0.099, 0.083, 0.083, 0.117, 0.110, 0.113, 0.123, 0.109, 0.116, 0.112], "homo_ev": -9.21, "mol_weight_g_mol": 480.76, "smiles": "C[C@@H](OC(=O)CN(C)S(=O)(=O)c1ccc(Cl)cc1)C(=O)Nc1ncc(Cl)cc1Cl", "de_lowest_kcal_mol": 0.0, "lumo_ha": 0.00254, "energy_ha": -2976.688517}

***

2.
{"formula": "C32H16BrF15GeN3ORuS", "method": "ωB97M-V/def2-TZVPD", "symbols": ["Ru", "C", "C", "O", "N", "C", "C", "C", "C", "C", "C", "N", "H", "H", "H", "H", "H", "H", "H", "H", "H", "H", "C", "C", "C", "C", "C", "Br", "N", "C", "H", "H", "H", "H", "H", "H", "F", "C", "C", "C", "F", "C", "F", "C", "F", "C", "F", "Ge", "S", "C", "C", "F", "C", "F", "C", "F", "C", "F", "C", "F", "C", "C", "F", "C", "F", "C", "F", "C", "F", "C", "F"], "positions_angstrom": [[-0.059, -1.939, -1.056], [-0.555, -5.657, 1.393], [0.145, -4.429, 0.902], [-0.491, -3.561, 0.252], [1.426, -4.295, 1.210], [2.193, -3.090, 0.934], [2.736, -3.115, -0.466], [4.053, -3.436, -0.729], [4.493, -3.494, -2.043], [3.584, -3.271, -3.064], [2.280, -2.969, -2.734], [1.857, -2.874, -1.462], [-1.571, -5.684, 1.012], [-0.583, -5.644, 2.483], [-0.023, -6.555, 1.077], [1.895, -5.073, 1.649], [2.998, -3.013, 1.660], [1.543, -2.228, 1.062], [4.729, -3.635, 0.091], [5.526, -3.724, -2.266], [3.874, -3.326, -4.103], [1.543, -2.813, -3.507], [-5.694, -1.472, -0.193], [-4.492, -1.345, -1.088], [-4.551, -0.723, -2.332], [-3.422, -0.635, -3.138], [-2.275, -1.173, -2.628], [-0.604, -1.136, -3.525], [-2.168, -1.759, -1.446], [-3.264, -1.848, -0.683], [-6.575, -1.034, -0.653], [-5.517, -0.972, 0.760], [-5.904, -2.520, 0.023], [-5.483, -0.298, -2.681], [-3.444, -0.158, -4.107], [-3.143, -2.346, 0.270], [1.560, 2.148, -2.094], [2.447, 2.651, -1.217], [2.094, 2.726, 0.124], [3.024, 3.255, 1.008], [2.727, 3.355, 2.304], [4.263, 3.686, 0.577], [5.142, 4.184, 1.431], [4.590, 3.577, -0.765], [5.782, 3.958, -1.181], [3.680, 3.061, -1.674], [4.005, 2.952, -2.956], [0.351, 2.091, 0.633], [0.478, -0.129, 0.039], [0.034, 1.964, 2.526], [-1.028, 2.589, 3.167], [-1.908, 3.300, 2.458], [-1.214, 2.479, 4.531], [-2.235, 3.076, 5.126], [-0.329, 1.717, 5.276], [-0.511, 1.585, 6.575], [0.738, 1.076, 4.664], [1.568, 0.331, 5.380], [0.902, 1.210, 3.303], [1.924, 0.578, 2.708], [-1.018, 3.027, -0.367], [-1.949, 2.489, -1.225], [-1.997, 1.165, -1.421], [-2.859, 3.275, -1.899], [-3.749, 2.715, -2.724], [-2.847, 4.646, -1.715], [-3.716, 5.400, -2.359], [-1.927, 5.225, -0.856], [-1.917, 6.534, -0.679], [-1.030, 4.405, -0.202], [-0.132, 4.941, 0.631]], "lowdin_charge": [0.828, 0.041, -0.454, -0.103, 0.121, -0.107, -0.242, 0.019, 0.002, -0.012, -0.117, -0.028, 0.097, 0.109, 0.106, 0.172, 0.145, 0.041, 0.132, 0.132, 0.128, 0.058, -0.016, -0.213, 0.033, -0.059, -0.713, 0.955, -0.111, -0.040, 0.091, 0.096, 0.097, 0.140, 0.133, 0.138, 0.069, -0.227, -0.149, -0.207, 0.123, -0.130, 0.161, -0.116, 0.174, -0.134, 0.147, 0.870, 0.436, -0.151, -0.202, 0.116, -0.130, 0.159, -0.115, 0.175, -0.133, 0.150, -0.245, 0.066, -0.138, -0.212, 0.045, -0.122, 0.127, -0.116, 0.174, -0.127, 0.167, -0.222, 0.114], "homo_ev": [-14.05, -14.05], "mol_weight_g_mol": 1029.12, "de_lowest_kcal_mol": 26.7, "lumo_ha": [-0.28124, -0.27353], "energy_ha": -8109.945733, "spin_multiplicity": 2, "total_charge": 2}

***

3.
{"formula": "C31H61Br3IN2O16P2S", "method": "ωB97M-V/def2-TZVPD", "symbols": ["C", "C", "C", "C", "C", "O", "C", "C", "O", "C", "C", "C", "C", "C", "N", "N", "C", "C", "C", "O", "O", "C", "Br", "C", "C", "Br", "C", "Br", "C", "C", "O", "I", "C", "C", "C", "C", "S", "O", "O", "O", "H", "H", "H", "H", "H", "H", "H", "H", "H", "H", "H", "H", "H", "H", "H", "H", "H", "H", "H", "H", "H", "H", "H", "H", "H", "H", "H", "H", "H", "H", "H", "H", "H", "H", "H", "H", "H", "H", "H", "H", "H", "H", "H", "C", "O", "P", "O", "O", "C", "O", "C", "H", "H", "H", "H", "H", "H", "H", "H", "H", "C", "O", "P", "O", "O", "C", "O", "C", "H", "H", "H", "H", "H", "H", "H", "H", "H"], "positions_angstrom": [[2.622, -3.474, 3.309], [2.169, -3.421, 1.788], [1.697, -1.988, 1.456], [1.073, -1.675, 0.041], [-0.236, -0.892, 0.474], [0.120, 0.317, 1.130], [-0.563, 0.516, 2.365], [-0.156, 1.944, 2.852], [1.200, 2.015, 3.246], [1.388, 2.101, 4.656], [2.409, 3.204, 5.075], [0.766, -2.894, -0.867], [-0.566, -2.859, -1.681], [-1.750, -3.556, -0.909], [1.961, -3.500, -1.565], [1.537, -4.773, -2.059], [2.772, -2.644, -2.454], [1.924, -2.153, -3.710], [1.592, -3.175, -4.815], [2.029, -3.040, -5.903], [0.649, -4.184, -4.689], [4.082, -3.212, -3.085], [4.840, -2.421, -4.727], [4.838, -4.253, -2.657], [4.510, -5.133, -1.453], [6.472, -4.812, -3.557], [3.214, -1.388, -1.545], [4.573, -1.967, -0.178], [4.030, -0.266, -2.301], [5.571, -0.154, -2.032], [6.419, -0.757, -2.544], [6.255, 1.394, -0.626], [1.985, -0.682, -0.835], [1.181, 0.286, -1.752], [1.203, 1.779, -1.235], [0.888, 2.671, -2.495], [1.015, 4.447, -2.120], [-0.158, 5.140, -2.553], [1.208, 4.575, -0.700], [2.308, 4.994, -2.970], [3.476, -4.171, 3.379], [1.788, -3.784, 3.959], [2.962, -2.450, 3.558], [1.322, -4.141, 1.690], [3.016, -3.833, 1.205], [2.570, -1.311, 1.590], [1.042, -1.700, 2.303], [-0.771, -1.532, 1.205], [-0.934, -0.652, -0.344], [-1.664, 0.448, 2.245], [-0.220, -0.173, 3.175], [-0.261, 2.608, 1.962], [-0.886, 2.309, 3.599], [0.464, 2.261, 5.243], [1.811, 1.124, 4.991], [3.170, 2.776, 5.758], [1.933, 4.037, 5.630], [2.959, 3.632, 4.215], [0.496, -3.705, -0.147], [-0.510, -3.415, -2.641], [-0.857, -1.840, -2.009], [-1.698, -4.622, -1.220], [-1.681, -3.446, 0.184], [-2.697, -3.181, -1.338], [2.550, -3.737, -0.743], [1.670, -5.465, -1.322], [2.100, -5.077, -2.850], [0.956, -1.699, -3.418], [2.428, -1.325, -4.235], [1.004, -5.006, -5.063], [4.324, -4.628, -0.490], [3.707, -5.866, -1.671], [5.387, -5.782, -1.246], [3.901, -0.204, -3.393], [3.679, 0.715, -1.910], [2.469, -0.032, -0.072], [0.120, 0.040, -1.923], [1.592, 0.361, -2.786], [0.382, 1.989, -0.534], [2.169, 2.046, -0.769], [-0.172, 2.471, -2.748], [1.547, 2.437, -3.353], [2.844, 4.193, -3.123], [-7.025, -1.393, -1.803], [-5.980, -2.066, -1.080], [-6.317, -2.443, 0.544], [-4.902, -2.824, 0.877], [-7.187, -3.752, 0.084], [-6.616, -4.685, -0.824], [-6.896, -2.651, 2.112], [-8.276, -2.313, 2.345], [-6.749, -1.366, -2.856], [-7.974, -1.927, -1.702], [-7.138, -0.372, -1.437], [-5.526, -4.675, -0.789], [-6.952, -4.465, -1.838], [-6.970, -5.678, -0.551], [-8.934, -2.954, 1.754], [-8.459, -1.268, 2.093], [-8.492, -2.463, 3.400], [-0.141, 9.099, 3.231], [-0.549, 7.750, 3.502], [-1.969, 7.231, 2.735], [-2.131, 5.971, 3.522], [-1.193, 6.978, 1.322], [-0.030, 6.152, 1.312], [-3.456, 7.166, 1.945], [-3.790, 8.290, 1.113], [0.857, 9.244, 3.641], [-0.109, 9.287, 2.153], [-0.827, 9.803, 3.705], [-0.023, 5.442, 2.140], [0.862, 6.779, 1.362], [-0.008, 5.602, 0.377], [-3.077, 8.386, 0.291], [-3.799, 9.209, 1.701], [-4.784, 8.127, 0.700]], "lowdin_charge": [-0.071, -0.265, -0.159, -0.249, -0.151, -0.154, -0.154, -0.180, -0.145, -0.261, -0.070, -0.172, -0.186, -0.055, -0.043, 0.144, -0.308, -0.041, -0.500, 0.116, 0.062, -0.545, 0.871, -0.715, -0.155, 0.757, -0.481, 0.991, -0.218, -0.914, -0.020, 0.789, -0.202, -0.148, -0.177, -0.206, 0.643, -0.265, -0.301, -0.144, 0.076, 0.081, 0.078, 0.110, 0.043, 0.093, 0.114, 0.136, 0.125, 0.141, 0.131, 0.127, 0.133, 0.117, 0.112, 0.068, 0.073, 0.076, 0.136, 0.095, 0.094, 0.086, 0.078, 0.084, 0.111, 0.127, 0.103, 0.121, 0.096, 0.130, 0.023, 0.077, 0.075, 0.088, 0.075, 0.136, 0.109, 0.097, 0.110, 0.121, 0.122, 0.100, 0.079, -0.124, -0.269, 0.647, -0.290, -0.279, -0.103, -0.227, -0.116, 0.089, 0.085, 0.083, 0.080, 0.085, 0.094, 0.082, 0.081, 0.090, -0.126, -0.249, 0.617, -0.281, -0.270, -0.097, -0.230, -0.124, 0.089, 0.083, 0.082, 0.085, 0.093, 0.044, 0.082, 0.080, 0.087], "homo_ev": -11.05, "mol_weight_g_mol": 1178.46, "lumo_ha": -0.13669, "energy_ha": -11631.261093, "total_charge": 1}

***

4.
{"formula": "C3H10NO2", "method": "ωB97M-V/def2-TZVPD", "symbols": ["C", "C", "C", "N", "O", "O", "H", "H", "H", "H", "H", "H", "H", "H", "H", "H"], "positions_angstrom": [[1.735, 0.962, 0.249], [0.313, 0.504, -0.210], [0.060, -0.939, -0.234], [1.004, -1.841, -0.085], [-2.715, 0.598, 0.021], [-1.178, -1.364, -0.430], [1.926, 0.697, 1.327], [2.561, 0.541, -0.487], [1.762, 2.158, 0.327], [-0.008, 0.923, -1.072], [-0.424, 0.987, 0.496], [1.988, -1.615, -0.173], [-2.353, 0.915, 0.765], [0.770, -2.824, -0.050], [-3.531, 1.073, -0.028], [-1.910, -0.776, -0.414]], "lowdin_charge": [-0.080, -0.153, -0.304, 0.279, 0.051, 0.185, 0.089, 0.115, 0.132, 0.102, 0.139, 0.143, 0.000, 0.159, 0.092, 0.051], "homo_ev": -16.58, "mol_weight_g_mol": 92.12, "de_lowest_kcal_mol": 19.7, "lumo_ha": -0.13765, "energy_ha": -325.286088, "total_charge": 1}

***

5.
{"formula": "C9H18FO7S", "method": "ωB97M-V/def2-TZVPD", "symbols": ["C", "C", "C", "C", "C", "O", "S", "O", "O", "O", "C", "O", "O", "C", "C", "C", "O", "H", "H", "H", "H", "H", "H", "H", "H", "H", "H", "H", "H", "H", "H", "H", "H", "H", "H", "F"], "positions_angstrom": [[1.136, 2.889, 0.763], [0.653, 2.759, -0.684], [1.790, 2.241, -1.595], [-0.680, 1.998, -0.854], [-1.026, 0.951, 0.178], [-2.488, 0.847, 0.106], [-2.973, -0.317, -0.773], [-3.796, -1.212, -0.031], [-3.429, 0.042, -2.071], [-1.473, -0.963, -1.066], [-0.618, -0.507, -0.075], [0.685, -0.596, -0.568], [-0.721, -1.184, 1.144], [-0.682, -2.602, 1.084], [0.732, -3.192, 1.213], [1.456, -3.500, -0.100], [1.578, -2.374, 2.018], [1.134, 1.946, 1.314], [2.176, 3.231, 0.750], [0.579, 3.655, 1.304], [0.444, 3.776, -1.024], [1.395, 1.609, -2.389], [2.313, 3.084, -2.053], [2.532, 1.666, -1.035], [-1.520, 2.705, -0.765], [-0.705, 1.542, -1.847], [-0.880, 1.271, 1.205], [1.266, -0.347, 0.160], [-1.273, -2.940, 1.936], [-1.170, -3.001, 0.194], [0.601, -4.150, 1.733], [0.792, -3.466, -0.962], [2.225, -2.745, -0.258], [1.962, -4.465, -0.053], [1.027, -1.791, 2.551], [-3.041, 3.138, 0.552]], "lowdin_charge": [-0.076, -0.382, -0.084, -0.102, -0.183, -0.183, 0.625, -0.230, -0.226, -0.076, -0.597, 0.095, -0.017, -0.124, -0.395, -0.042, -0.038, 0.066, 0.070, 0.086, 0.126, 0.067, 0.067, 0.063, 0.105, 0.125, 0.159, 0.117, 0.133, 0.132, 0.130, 0.080, 0.073, 0.070, 0.089, -0.725], "homo_ev": -3.96, "mol_weight_g_mol": 289.30, "lumo_ha": 0.09851, "energy_ha": -1378.460829, "total_charge": -1}

***

6.
{"formula": "C17H21N4O5PtS2", "method": "ωB97M-V/def2-TZVPD", "symbols": ["Pt", "S", "C", "O", "C", "C", "C", "C", "C", "C", "C", "O", "O", "H", "H", "H", "H", "H", "C", "C", "C", "N", "N", "C", "N", "S", "H", "H", "H", "H", "H", "H", "H", "O", "C", "O", "C", "N", "C", "C", "C", "H", "H", "H", "H", "H", "H", "H", "H", "H"], "positions_angstrom": [[-0.708, 2.200, 0.648], [-1.547, 3.645, 3.542], [-1.185, 3.047, 2.202], [-1.556, 2.324, -2.350], [-2.216, 1.176, -2.572], [-1.974, 0.407, -3.701], [-2.666, -0.775, -3.901], [-3.608, -1.228, -2.975], [-3.874, -0.469, -1.861], [-3.178, 0.734, -1.630], [-3.499, 1.530, -0.416], [-4.742, 1.446, -0.218], [-2.752, 2.270, 0.249], [-0.937, 2.479, -3.075], [-1.250, 0.746, -4.433], [-2.474, -1.350, -4.797], [-4.142, -2.153, -3.142], [-4.619, -0.787, -1.145], [3.842, -0.377, 2.759], [4.205, 0.537, 1.583], [3.185, 1.614, 1.401], [2.064, 1.446, 0.811], [1.265, 2.575, 0.846], [1.831, 3.590, 1.499], [1.271, 4.791, 1.625], [3.392, 3.207, 2.097], [4.473, -1.264, 2.750], [2.798, -0.688, 2.692], [3.986, 0.127, 3.714], [4.251, -0.032, 0.654], [5.185, 0.986, 1.744], [0.370, 4.972, 1.212], [1.726, 5.533, 2.128], [-0.232, 0.416, -0.545], [-0.695, -0.580, 0.081], [-1.384, -0.578, 1.108], [-0.343, -1.941, -0.534], [-0.872, -2.975, 0.426], [0.314, -3.588, 1.115], [1.397, -3.546, 0.051], [1.172, -2.197, -0.645], [-0.856, -2.036, -1.490], [-1.444, -3.679, -0.034], [-1.450, -2.408, 1.083], [0.061, -4.580, 1.480], [0.553, -2.946, 1.962], [1.267, -4.370, -0.652], [2.389, -3.636, 0.487], [1.490, -2.222, -1.683], [1.716, -1.392, -0.151]], "lowdin_charge": [1.282, 0.943, -0.827, 0.088, -0.250, 0.017, -0.018, -0.050, 0.007, -0.045, -0.488, 0.302, -0.098, 0.140, 0.135, 0.128, 0.120, 0.134, -0.077, -0.222, -0.570, 0.037, -0.197, -0.682, 0.135, 1.190, 0.083, 0.066, 0.083, 0.118, 0.114, 0.100, 0.127, -0.128, -0.627, 0.018, -0.143, 0.097, -0.086, -0.134, -0.093, 0.158, 0.188, 0.155, 0.139, 0.139, 0.126, 0.126, 0.129, 0.109], "homo_ev": [-14.81, -14.68], "mol_weight_g_mol": 620.59, "de_lowest_kcal_mol": 0.0, "lumo_ha": [-0.23240, -0.33103], "energy_ha": -2170.742292, "spin_multiplicity": 2, "total_charge": 2}